1.
Entry from the OMol25 dataset: 8 unconnected molecules or ions with the total composition C24H63O29P5 in a non-equilibrium geometry (wB97M-V/def2-TZVPD).

Computed properties:
Net charge: 0
M: 970.61 Da
ΔE to the lowest compared entry with this formula, charge and spin: 1398.3 kJ/mol

```
121
Properties=species:S:1:pos:R:3:lowdin_charge:R:1
H 0.84 -3.07 -0.87 0.088
O -2.71 3.11 2.52 -0.007
H -0.36 5.21 -3.71 0.092
H 2.31 0.98 -0.46 0.040
C -0.75 1.78 0.87 -0.211
O -0.50 -4.70 -1.54 0.050
H 4.57 1.08 -0.07 0.080
H 4.39 -7.39 3.42 0.082
H 0.70 4.42 2.37 0.120
H -1.79 3.35 0.57 0.093
O -4.36 -0.80 -0.48 -0.202
H 0.23 3.18 1.18 0.008
O 2.43 0.66 1.63 -0.233
O 2.07 -4.19 2.75 -0.261
O 2.72 -6.73 2.15 -0.221
O 1.91 3.05 2.59 -0.278
C 1.07 3.72 1.62 -0.064
H 2.90 0.22 -2.03 0.062
C 2.60 -4.91 -0.55 -0.109
H -6.60 1.82 2.15 0.097
H 2.08 -4.51 -1.42 0.029
H 2.36 2.76 -6.33 0.093
C -3.33 -0.37 -1.34 -0.162
C 0.28 1.95 4.11 0.003
O -5.21 -1.23 1.94 -0.239
H -4.76 3.52 2.21 0.150
C -6.40 1.40 1.16 -0.040
H -0.85 -3.04 -0.33 0.047
C -1.41 5.04 -3.96 -0.015
O 4.06 1.33 -4.27 -0.250
C -1.95 4.04 -1.80 -0.493
H 0.93 3.22 -1.86 0.059
P -4.43 -0.29 1.06 0.570
C 1.95 3.27 -1.47 -0.065
H 1.33 1.98 3.81 0.018
H -1.38 -5.76 0.96 0.096
O 1.66 -5.40 0.36 -0.233
C -2.30 -1.36 2.02 -0.074
C -0.90 -5.39 1.87 -0.098
H 1.67 -4.23 -4.75 0.092
H 2.78 -0.70 -0.55 0.105
C -0.88 -4.04 -2.52 -0.597
H 1.05 -5.57 -4.05 0.094
O -2.46 1.99 4.49 0.153
C 3.47 1.89 4.76 -0.072
H 3.34 -6.16 4.02 0.076
H 4.29 2.38 5.28 0.091
O 0.53 -1.76 0.66 -0.152
H 2.46 2.28 4.94 0.061
H -1.58 -1.31 2.83 0.110
O -1.37 -0.73 -0.63 -0.271
O 4.00 2.81 1.04 -0.222
H 0.24 2.29 5.15 0.106
H 3.32 -4.15 -0.25 0.110
H -3.16 0.68 -1.14 0.086
H -1.49 -5.82 2.68 0.097
P 2.84 2.09 -3.77 0.508
H -1.90 5.79 -4.57 0.096
H 5.20 2.70 -0.55 0.094
O 0.97 -0.24 -1.34 -0.231
H 2.79 -7.89 3.91 0.086
H 0.86 -0.65 -3.10 0.075
H -0.81 2.16 -0.15 0.093
C -3.99 2.75 2.16 -0.172
H -6.75 2.24 0.56 0.101
O 0.28 -6.06 2.27 -0.218
H 0.46 -3.87 0.54 0.042
H -3.94 2.40 1.13 0.036
H 1.65 4.24 0.85 0.086
O -2.34 4.78 -2.88 -0.003
H -3.07 -2.03 2.39 0.085
H 2.56 -0.81 -3.61 0.099
P 3.03 1.97 2.06 0.579
H 0.03 0.90 4.25 0.110
P 1.75 -5.46 1.96 0.474
C 1.62 -0.28 -3.79 -0.140
O 2.41 3.50 -4.45 -0.206
O 2.90 2.47 -2.23 -0.260
H 3.16 -5.74 -0.98 0.101
H -0.51 2.64 1.49 0.020
H -4.35 1.81 2.58 0.122
O 4.00 1.83 3.40 -0.228
O -2.96 3.94 -0.88 0.050
C 0.19 -2.96 0.00 -0.138
H -2.55 -1.13 -1.40 0.020
H -3.86 -0.21 -2.28 0.108
H -1.77 -1.91 1.25 0.047
O -0.24 -3.91 -3.64 0.042
H 3.59 0.88 5.16 0.094
H -2.90 2.17 -0.06 0.106
O -0.83 3.71 -1.52 0.102
O 0.18 0.75 0.94 -0.158
H -1.61 1.33 1.36 0.090
C 4.94 2.04 0.28 -0.087
H 2.13 4.51 -6.24 0.096
C -2.89 -3.16 -1.41 -0.013
H 1.10 -0.57 -4.70 0.094
H -1.43 4.12 -4.54 0.093
O -2.05 -3.41 -2.57 0.046
C 2.60 3.65 -5.76 -0.179
H 5.83 1.88 0.88 0.091
H -3.63 -2.38 -1.57 0.077
C 3.34 -7.08 3.43 -0.063
H -0.78 -4.31 1.93 0.080
P -0.04 -0.49 -0.10 0.541
O -0.71 2.42 3.12 -0.091
O -4.96 1.25 1.09 -0.372
H 2.28 4.29 -1.32 0.111
O 1.49 1.14 -3.82 -0.207
H 1.71 2.65 -0.60 0.051
H -2.25 -2.74 -0.63 0.049
H 1.87 -4.46 -3.02 0.056
H -3.37 3.59 1.14 0.070
C -2.83 3.20 0.28 -0.116
C 2.32 0.11 -1.11 -0.132
H -6.96 0.48 0.99 0.096
H -3.33 -4.05 -0.96 0.119
C 1.15 -4.51 -3.84 0.040
H 3.68 3.73 -5.84 0.093
O -2.83 -0.10 1.52 -0.233
C -2.03 2.52 3.50 -0.514
```

---

2.
Entry from the OMol25 dataset: 7 unconnected molecules or ions with the total composition C24H64ClN4O13 in a non-equilibrium geometry (wB97M-V/def2-TZVPD).

Computed properties:
Net charge: -1
M: 652.24 Da
ΔE to the lowest compared entry with this formula, charge and spin: 0.0 kJ/mol

```
106
Properties=species:S:1:pos:R:3:lowdin_charge:R:1
H -4.69 -1.27 -3.13 0.088
H 3.72 0.62 -3.75 0.087
C 6.59 1.50 3.84 -0.117
H 2.55 7.36 0.86 0.078
H 1.42 0.50 0.83 0.104
H 4.96 -6.92 -3.54 0.081
C -1.24 -2.62 -4.71 -0.146
H 1.09 -4.64 -2.75 0.106
H -4.79 -2.37 3.59 0.114
H -4.27 -3.40 1.03 0.116
H -2.06 1.53 1.49 0.063
Cl -0.91 1.03 -1.75 0.652
N 3.12 0.21 2.13 -0.050
O 5.21 1.16 3.79 -0.203
H 0.37 9.40 -2.74 0.082
H 0.01 7.75 -3.45 0.089
O 3.60 -5.37 -3.71 -0.174
H -8.36 -4.14 1.35 0.086
C -6.77 -2.92 2.96 -0.237
H -9.43 -2.78 1.06 0.086
O -0.72 0.46 -3.05 -0.362
O -0.20 -1.64 -4.79 -0.151
C -4.00 -1.11 -2.30 -0.091
H -2.14 -2.06 -4.45 0.060
C 1.53 7.16 1.22 -0.076
H 0.06 -1.25 2.33 0.120
C -4.03 -2.34 1.20 -0.203
H 1.53 -5.09 -1.10 0.114
C 0.97 6.57 -1.23 -0.220
H -7.13 -3.15 3.97 0.119
H 2.04 6.62 -1.50 0.126
H -3.18 -0.68 0.13 0.107
H 3.14 -0.69 -1.16 0.107
C 1.94 -4.77 -2.07 -0.206
H -0.41 -0.87 -4.23 0.017
C -3.54 -1.69 -0.10 -0.247
C 4.46 2.08 3.00 -0.221
N -5.09 -1.51 1.75 -0.059
H 2.08 -6.63 -3.12 0.116
H 0.68 -1.13 5.85 0.082
C -2.98 2.07 1.72 -0.154
C 1.81 -0.17 1.60 -0.208
H 2.45 1.46 3.65 0.118
H -3.02 -1.52 -2.55 0.067
H -1.29 -3.14 -5.67 0.071
H -9.37 -3.56 2.67 0.084
H 4.38 2.96 3.65 0.120
H 7.14 0.74 4.37 0.082
O 1.23 -0.82 3.91 -0.181
H -2.51 2.50 3.56 0.058
H -3.90 -0.05 -2.07 0.074
O -2.23 1.58 -1.65 -0.344
H 5.00 -5.93 -5.05 0.085
C -8.78 -3.24 1.81 -0.123
H 2.01 -0.29 -2.47 0.113
H -6.35 -3.84 2.53 0.116
C 2.68 -1.07 -2.09 -0.208
C 0.25 -0.81 4.90 -0.135
C 1.83 -2.32 -1.91 -0.169
H -0.18 6.25 0.44 0.135
C 3.06 1.54 2.74 -0.198
O -0.59 -0.01 -0.77 -0.389
H -3.76 1.31 1.88 0.066
C 0.58 8.33 -2.72 -0.112
C 2.77 -5.89 -2.70 -0.251
O 3.69 -1.34 -3.05 -0.179
C 4.36 -6.40 -4.30 -0.124
H -0.50 -1.57 4.64 0.085
H 0.05 0.42 2.65 0.111
H 1.16 4.12 -0.13 0.055
H 1.62 8.17 -3.01 0.080
H 2.00 -1.11 1.07 0.102
H -2.65 -2.25 -0.42 0.122
H -5.82 -1.42 1.05 0.106
H 1.23 -2.32 -0.99 0.107
C 0.73 -0.44 2.64 -0.219
H 5.03 2.33 2.10 0.118
H 7.03 1.69 2.86 0.081
O -4.50 -1.73 -1.12 -0.185
H 1.18 -2.50 -2.76 0.098
O 0.29 7.78 -1.45 -0.179
H 4.82 0.38 -2.46 0.077
C -5.62 -1.90 3.05 -0.206
H 0.51 5.76 -1.81 0.133
H -3.24 2.68 0.86 0.077
H 3.77 0.32 1.36 0.104
H 3.74 -7.16 -4.78 0.080
H -3.18 -2.21 1.87 0.115
N 2.69 -3.54 -1.87 -0.055
O -2.94 2.96 2.83 -0.132
H 0.98 8.10 1.28 0.073
C 0.91 6.19 0.24 -0.457
H 0.95 4.61 1.44 0.069
H 6.58 2.46 4.39 0.083
O 0.07 2.06 -1.47 -0.375
H 3.08 -3.55 -0.93 0.107
N 1.37 4.84 0.55 0.046
O -7.77 -2.33 2.17 -0.187
C 4.39 -0.14 -3.33 -0.127
H -5.97 -1.03 3.59 0.111
H 2.57 2.23 2.04 0.114
H -1.00 -3.34 -3.93 0.062
H 3.37 -6.36 -1.90 0.115
H 5.22 -0.49 -3.94 0.084
H 1.67 6.90 2.27 0.070
H -0.19 0.16 5.16 0.084
```